(1)
A 2-piece molecular cluster, C3H6O overall. Source: the Open Molecules 2025 dataset; level of theory: the ωB97M-V functional and the def2-TZVPD basis.

```
10
Properties=species:S:1:pos:R:3:lowdin_charge:R:1
C -1.61504 1.04646 0.21970 0.15
C 0.24988 -1.14334 -0.16422 -0.08
C 1.16485 0.02543 -0.18186 -0.28
O 0.75980 1.15950 -0.00394 0.00
H -1.37035 1.32247 1.26323 -0.05
H -0.77037 -0.72478 -0.15174 0.00
H -1.49819 1.98124 -0.35180 -0.05
H 0.42816 -1.71774 0.75291 0.09
H 0.40531 -1.79172 -1.03085 0.09
H 2.24596 -0.15754 -0.35144 0.12
```

Summary:
- Highest occupied orbital energy: -8.76 eV
- Frontier orbital gap: 0.3253 hartree
- Total charge: 0
- LUMO: 0.1 eV


(2)
One molecule with the formula C3H6O. Source: the Open Molecules 2025 dataset; level of theory: the ωB97M-V functional and the def2-TZVPD basis.

```
10
Properties=species:S:1:pos:R:3:lowdin_charge:R:1
C -1.59171 0.31120 0.39097 -0.09
C 0.48231 -0.44692 0.58594 -0.10
O -0.21967 0.67843 0.52770 -0.18
C 1.57910 -0.28538 -0.41282 -0.12
H -2.10408 1.24834 0.20357 0.09
H -1.66692 -0.32341 -0.49931 0.09
H -1.96693 -0.23890 1.25532 0.09
H 1.42073 -1.15336 -1.07377 0.08
H 1.50662 0.63843 -1.00254 0.07
H 2.56078 -0.41339 0.03965 0.07
```

Summary:
- Highest occupied orbital energy: -8.32 eV
- Frontier orbital gap: 0.3346 hartree
- Total charge: 0
- LUMO: 0.8 eV


(3)
One molecule with the formula C3H6O2. Source: the Open Molecules 2025 dataset; level of theory: the ωB97M-V functional and the def2-TZVPD basis.

```
11
Properties=species:S:1:pos:R:3:lowdin_charge:R:1
O -1.63792 -0.41030 -0.30833 -0.08
C -0.93879 0.76817 0.01336 -0.21
C 0.57541 0.48398 0.03018 -0.26
C 1.02733 -0.86470 0.40165 -0.11
O 0.94776 -0.46105 -0.96448 -0.06
H -1.11534 -0.74529 -1.05647 0.09
H -1.27331 1.43119 -0.77486 0.12
H -1.21393 1.13237 1.01945 0.13
H 1.29265 1.30226 0.16831 0.15
H 0.29131 -1.60372 0.71496 0.12
H 2.04484 -1.03292 0.75623 0.11
```

Summary:
- SMILES string: OC[C@H]1CO1
- Highest occupied orbital energy: -10.31 eV
- Frontier orbital gap: 0.4182 hartree
- Total charge: 0
- LUMO: 1.1 eV


(4)
A 2-piece molecular cluster, C3H6O2 overall. Source: the Open Molecules 2025 dataset; level of theory: the ωB97M-V functional and the def2-TZVPD basis.

```
11
Properties=species:S:1:pos:R:3:lowdin_charge:R:1
O -1.44889 -1.75050 1.66012 -0.05
C -0.75352 -0.64604 1.77534 0.03
C 1.28692 0.73612 -0.88099 -0.07
C -0.17455 0.61089 -1.20679 -0.36
O -0.90416 1.52993 -1.49071 0.03
H -1.15002 -2.22043 0.86430 0.09
H 1.39798 0.53184 0.19113 0.06
H -1.18159 -0.20136 2.70489 0.01
H 1.85796 -0.02200 -1.43042 0.08
H 1.65718 1.73673 -1.12004 0.08
H -0.57310 -0.42754 -1.15885 0.10
```

Summary:
- Highest occupied orbital energy: -9.22 eV
- Frontier orbital gap: 0.3531 hartree
- Total charge: 0
- LUMO: 0.4 eV


(5)
A 2-piece molecular cluster, C3H6O2 overall. Source: the Open Molecules 2025 dataset; level of theory: the ωB97M-V functional and the def2-TZVPD basis.

```
11
Properties=species:S:1:pos:R:3:lowdin_charge:R:1
O 0.94988 1.30991 -0.84265 -0.01
C 1.02509 1.03542 -2.00740 -0.13
H 1.91573 1.28650 -2.61537 0.08
H 0.16961 0.53453 -2.49978 0.08
O -1.32483 -0.78695 -0.47898 0.02
C -0.56257 -1.03904 0.42033 -0.33
C -0.58929 -0.27663 1.70701 -0.05
H 0.19215 -1.83413 0.27750 0.12
H -0.04061 0.64751 1.53467 0.07
H -1.62287 -0.06784 1.97108 0.08
H -0.11228 -0.80929 2.53360 0.07
```

Summary:
- SMILES string: CC=O.C=O
- Highest occupied orbital energy: -9.74 eV
- Frontier orbital gap: 0.3904 hartree
- Total charge: 0
- LUMO: 0.9 eV


(6)
One molecule with the formula C3H6O2. Source: the Open Molecules 2025 dataset; level of theory: the ωB97M-V functional and the def2-TZVPD basis.

```
11
Properties=species:S:1:pos:R:3:lowdin_charge:R:1
C -1.36767 0.68253 0.12890 -0.12
O -0.72320 -0.41753 0.74103 -0.18
C 0.37925 -0.92808 0.03778 -0.20
C 1.55253 0.03020 -0.08855 -0.22
O 2.70244 -0.33415 -0.03063 0.06
H -1.00690 1.63612 0.54227 0.09
H -1.21062 0.69184 -0.96248 0.09
H -2.43963 0.59565 0.33772 0.09
H 0.08291 -1.23104 -0.98367 0.13
H 0.72840 -1.82015 0.56639 0.13
H 1.30249 1.09461 -0.28876 0.13
```

Summary:
- SMILES string: COCC=O
- Highest occupied orbital energy: -9.65 eV
- Frontier orbital gap: 0.3869 hartree
- Total charge: 0
- LUMO: 0.9 eV


(7)
One molecule with the formula C3H6O2. Source: the Open Molecules 2025 dataset; level of theory: the ωB97M-V functional and the def2-TZVPD basis.

```
11
Properties=species:S:1:pos:R:3:lowdin_charge:R:1
O -0.13601 -1.71253 -0.23946 -0.06
C 0.33790 -0.77001 0.70042 -0.29
C 0.45892 0.55748 -0.01860 -0.13
C -0.83956 1.18222 -0.61199 -0.19
O -0.69186 1.73576 -1.70752 -0.03
H -0.33119 -2.53424 0.22535 0.09
H 1.31614 -1.07364 1.11235 0.12
H -0.35860 -0.65102 1.54190 0.12
H 1.12823 0.46281 -0.89447 0.13
H 0.91906 1.29783 0.65195 0.12
H -1.87912 1.55693 -0.76128 0.14
```

Summary:
- SMILES string: O=CCCO
- Highest occupied orbital energy: -9.07 eV
- Frontier orbital gap: 0.3614 hartree
- Total charge: 0
- LUMO: 0.8 eV


(8)
One molecule with the formula C3H6O2. Source: the Open Molecules 2025 dataset; level of theory: the ωB97M-V functional and the def2-TZVPD basis.

```
11
Properties=species:S:1:pos:R:3:lowdin_charge:R:1
C -1.00614 0.13093 0.19037 -0.29
C 0.32829 0.58089 -0.36102 -0.16
C 1.42053 -0.19183 0.39969 -0.24
H -1.27944 -1.35143 -0.99123 0.10
H -0.99040 0.24496 1.33059 0.14
H -1.81900 0.75888 -0.23346 0.12
H 0.46068 0.46542 -1.43381 0.11
H 0.47292 1.67586 -0.20032 0.13
H 1.32179 -0.22821 1.52058 0.13
O -1.19732 -1.26383 -0.02731 -0.07
O 2.28811 -0.82165 -0.19407 0.03
```

Summary:
- SMILES string: O=CCCO
- Highest occupied orbital energy: -9.87 eV
- Frontier orbital gap: 0.3934 hartree
- Total charge: 0
- LUMO: 0.8 eV


(9)
One molecule with the formula C3H6O2. Source: the Open Molecules 2025 dataset; level of theory: the ωB97M-V functional and the def2-TZVPD basis.

```
11
Properties=species:S:1:pos:R:3:lowdin_charge:R:1
C -0.51804 0.02038 -0.27511 -0.33
C 0.69495 -0.88898 -0.02095 -0.15
C -0.08135 0.72405 1.02332 -0.16
H -0.46457 0.20348 -2.31265 0.17
H -1.59284 -0.37053 -0.23940 0.15
H 0.42714 -1.97727 0.10692 0.13
H 1.51070 -0.88135 -0.73561 0.12
H -0.75978 0.58255 1.91611 0.13
H 0.22138 1.85525 0.88244 0.16
O -0.48259 0.84314 -1.45512 -0.10
O 1.04500 -0.11072 1.11004 -0.11
```

Summary:
- SMILES string: OC1COC1
- Highest occupied orbital energy: -9.84 eV
- Frontier orbital gap: 0.3898 hartree
- Total charge: 0
- LUMO: 0.8 eV


(10)
One molecule with the formula C3H6O2. Source: the Open Molecules 2025 dataset; level of theory: the ωB97M-V functional and the def2-TZVPD basis.

```
11
Properties=species:S:1:pos:R:3:lowdin_charge:R:1
O 0.62304 1.38628 0.55764 -0.02
C 0.47400 0.41155 -0.44061 -0.31
C 0.37527 -1.02426 0.00050 -0.04
C -0.86735 -0.26847 -0.37472 -0.32
O -1.70444 0.22085 0.61238 -0.01
H 1.49798 1.20583 0.91628 0.11
H 0.88748 0.69698 -1.40151 0.14
H 0.51575 -1.23709 1.05807 0.12
H 0.74490 -1.77632 -0.68560 0.10
H -1.38696 -0.53021 -1.29473 0.15
H -1.16013 0.90628 1.04098 0.09
```

Summary:
- SMILES string: O[C@@H]1C[C@@H]1O
- Highest occupied orbital energy: -9.42 eV
- Frontier orbital gap: 0.3769 hartree
- Total charge: 0
- LUMO: 0.8 eV


(11)
An isolated ion of composition C3H6O2 and charge +1. Source: the Open Molecules 2025 dataset; level of theory: the ωB97M-V functional and the def2-TZVPD basis.

```
11
Properties=species:S:1:pos:R:3:mulliken_spin:R:1
O -1.11458 -1.80640 0.66953 0.73
C -0.64688 -0.87306 1.24247 -0.01
C -0.21236 0.37723 0.45391 0.14
C 0.11062 0.17863 -1.03903 0.01
O 1.49933 0.19560 -1.23513 0.03
H -0.55221 -0.98241 2.34766 0.10
H -1.03068 1.08820 0.63832 -0.01
H 0.62788 0.81472 0.99969 0.00
H -0.11254 -0.86066 -1.26883 0.00
H -0.41537 0.80359 -1.74598 0.01
H 1.84679 1.06454 -1.06260 0.00
```

Summary:
- Multiplicity: 2
- Highest occupied orbital energy (alpha / beta): -15.72 / -15.53 eV
- Frontier orbital gap (alpha / beta): 0.3503 / 0.1995 hartree
- Total charge: +1
- LUMO (alpha / beta): -6.2 / -10.1 eV


(12)
One molecule with the formula C3H6O2S. Source: the Open Molecules 2025 dataset; level of theory: the ωB97M-V functional and the def2-TZVPD basis.

```
12
Properties=species:S:1:pos:R:3:lowdin_charge:R:1
C -1.03324 -0.00107 0.85920 -0.30
C 0.30641 0.41388 0.50925 -0.73
C 0.89442 -0.15961 -0.79082 -0.31
H -1.09716 -1.73534 1.55070 0.08
H -1.30176 0.45472 1.78880 0.09
H -1.58037 0.65109 -0.03527 0.20
H 1.94940 -0.08763 -0.88137 0.09
H 0.87078 -1.24876 -0.90165 0.12
H 1.04519 1.11728 -2.21131 0.19
O -1.39518 -1.40339 0.71127 -0.04
O 0.23901 0.40323 -1.95100 -0.12
S 1.10250 1.59560 1.35220 0.73
```

Summary:
- SMILES string: OCC(=S)CO
- Highest occupied orbital energy: -8.94 eV
- Frontier orbital gap: 0.3087 hartree
- Total charge: 0
- LUMO: -0.5 eV


(13)
A 2-piece molecular cluster, C3H6O2S overall. Source: the Open Molecules 2025 dataset; level of theory: the ωB97M-V functional and the def2-TZVPD basis.

```
12
Properties=species:S:1:pos:R:3:lowdin_charge:R:1
C -2.57760 1.20049 -0.07420 -0.35
C 0.26850 -0.55420 0.86443 -0.12
C 0.05279 0.79147 0.65704 -0.27
O -4.75272 -0.05380 0.02446 -0.63
O 0.61489 1.46693 -0.38233 0.03
S -3.25286 -0.21388 -0.03624 0.73
H -2.84440 2.28012 0.04176 0.02
H 1.29645 -0.79719 1.19909 0.10
H 0.12437 -0.99523 -0.12899 0.10
H -0.33491 -1.11166 1.71985 0.15
H -0.44121 1.52894 1.37963 0.13
H 1.06922 0.79159 -0.89976 0.11
```

Summary:
- Highest occupied orbital energy (alpha / beta): -8.66 / -7.56 eV
- Frontier orbital gap (alpha / beta): 0.3173 / 0.2408 hartree
- Total charge: 0
- LUMO (alpha / beta): 0.0 / -1.0 eV


(14)
One molecule with the formula C3H6O2S. Source: the Open Molecules 2025 dataset; level of theory: the ωB97M-V functional and the def2-TZVPD basis.

```
12
Properties=species:S:1:pos:R:3:lowdin_charge:R:1
C 2.31643 0.52801 0.02557 -0.52
C -0.28129 0.25897 0.05206 -0.58
C -1.55113 -0.65434 0.25214 -0.23
H 2.82196 1.29680 -0.77881 0.09
H 1.73918 1.34329 0.71814 0.06
H 3.29620 0.22580 0.86766 0.11
H -1.33770 -1.58017 -0.48335 0.14
H -1.57484 -1.06493 1.18135 0.07
H -2.74308 1.13528 -0.50962 0.24
O -0.22066 1.50706 -0.00655 -0.02
O -2.81869 0.02145 -0.10822 -0.18
S 1.20056 -0.89875 -0.12849 0.82
```

Summary:
- SMILES string: CSC(=O)CO
- Highest occupied orbital energy: -9.71 eV
- Frontier orbital gap: 0.3745 hartree
- Total charge: 0
- LUMO: 0.5 eV


(15)
One molecule with the formula C3H6O2S. Source: the Open Molecules 2025 dataset; level of theory: the ωB97M-V functional and the def2-TZVPD basis.

```
12
Properties=species:S:1:pos:R:3:mulliken_spin:R:1
C 0.81913 0.02998 0.29770 0.86
C 0.10318 -1.23818 0.01662 0.02
C -0.02341 1.23456 0.04598 0.00
O 3.19754 1.28449 0.05867 0.23
O 3.08643 -1.29822 0.11809 0.22
S 2.47152 0.00073 -0.14567 0.52
H -0.47961 -1.37944 -0.86427 0.03
H 0.77110 -2.03244 0.33086 0.00
H -0.81340 -1.33005 0.69576 0.04
H -0.62416 1.41246 0.86251 0.03
H -0.54006 0.97789 -0.91939 0.04
H 0.48829 2.19812 -0.19834 0.00
```

Summary:
- Multiplicity: 3
- Highest occupied orbital energy (alpha / beta): -7.91 / -11.45 eV
- Frontier orbital gap (alpha / beta): 0.3218 / 0.3318 hartree
- Total charge: 0
- LUMO (alpha / beta): 0.8 / -2.4 eV


(16)
C3H6O2S as an isolated structure. Source: the Open Molecules 2025 dataset; level of theory: the ωB97M-V functional and the def2-TZVPD basis.

```
12
Properties=species:S:1:pos:R:3:mulliken_spin:R:1
C -0.31743 -0.67899 -0.46744 0.67
C 0.74616 -1.68827 -0.33822 -0.05
C 0.18420 1.76512 0.61841 0.01
O -2.72549 0.45669 -0.69114 0.30
O 0.47818 1.00742 -0.45917 0.56
S -1.93973 -0.75028 -0.54526 0.39
H 0.43316 -2.62104 -0.02335 0.03
H 1.17519 -1.76687 -1.25654 0.03
H 1.54838 -1.54733 0.36837 -0.01
H 0.83874 2.64046 0.48956 0.02
H 0.35081 1.10419 1.56451 0.04
H -0.77216 2.07891 0.74028 0.01
```

Summary:
- Multiplicity: 3
- Highest occupied orbital energy (alpha / beta): -6.63 / -8.79 eV
- Frontier orbital gap (alpha / beta): 0.2415 / 0.2032 hartree
- Total charge: 0
- LUMO (alpha / beta): -0.1 / -3.3 eV


(17)
One molecule with the formula C3H6O2S2. Source: the Open Molecules 2025 dataset; level of theory: the ωB97M-V functional and the def2-TZVPD basis.

```
13
Properties=species:S:1:pos:R:3:lowdin_charge:R:1
C -1.57225 -1.19336 1.00948 0.03
C -0.78228 0.04408 -0.73645 -0.16
C 0.39450 0.84114 -0.30882 -0.62
O -3.46764 -0.43470 -0.68965 -0.31
O -2.55162 1.23152 0.93721 -0.31
S 1.89406 -0.01806 0.34269 0.62
S -2.38048 0.07132 0.11121 0.54
H -1.65651 -2.13180 0.66739 0.01
H -0.93718 -0.87030 1.73661 0.02
H -0.72416 -0.58194 -1.62618 0.10
H 0.18708 1.55418 0.48656 0.07
H 0.88476 1.27115 -1.16241 0.05
H 2.65211 1.25826 0.43092 -0.05
```

Summary:
- Highest occupied orbital energy: -9.68 eV
- Frontier orbital gap: 0.3209 hartree
- Total charge: 0
- LUMO: -0.9 eV


(18)
A 2-piece molecular cluster, C3H6O2S2 overall. Source: the Open Molecules 2025 dataset; level of theory: the ωB97M-V functional and the def2-TZVPD basis.

```
13
Properties=species:S:1:pos:R:3:lowdin_charge:R:1
C 1.40145 1.31981 0.98803 -0.79
C -1.71614 -1.56256 0.07713 -0.05
C -0.64115 -1.95037 -0.73089 -0.16
O 0.07257 0.82857 0.93082 -0.36
O 0.88896 0.89736 -1.58374 -0.46
S 1.61567 3.05975 0.50523 0.74
S 0.95127 0.15047 -0.36842 0.94
H 1.86710 1.15227 1.92274 0.05
H -2.20465 -0.64239 -0.23700 0.06
H 0.37170 3.06604 -0.02634 -0.11
H -1.93716 -2.13948 0.98068 0.05
H -0.59896 -1.33746 -1.66596 0.04
H -0.07066 -2.84200 -0.79228 0.04
```

Summary:
- Highest occupied orbital energy: -8.99 eV
- Frontier orbital gap: 0.3477 hartree
- Total charge: 0
- LUMO: 0.5 eV


(19)
One molecule with the formula C3H6O2Si. Source: the Open Molecules 2025 dataset; level of theory: the ωB97M-V functional and the def2-TZVPD basis.

```
12
Properties=species:S:1:pos:R:3:mulliken_spin:R:1
C 2.36798 0.71208 -0.09830 0.01
C -0.72304 0.17975 0.10986 0.80
C 1.39445 -0.31595 -0.35497 0.89
O 2.66025 -0.64664 0.14971 0.04
O 0.22180 -0.75044 -0.00770 0.10
Si -2.39740 -0.59581 -0.02070 0.06
H 2.77910 1.31065 -0.97667 0.00
H 2.29197 1.11765 0.85859 0.04
H -0.28895 1.15568 0.15286 0.02
H -3.13129 0.17551 -1.08055 0.03
H -3.22955 -0.44213 1.17392 0.02
H -1.94532 -1.90034 0.09395 0.00
```

Summary:
- Multiplicity: 3
- Highest occupied orbital energy (alpha / beta): -7.04 / -11.16 eV
- Frontier orbital gap (alpha / beta): 0.2956 / 0.3970 hartree
- Total charge: 0
- LUMO (alpha / beta): 1.0 / -0.4 eV


(20)
A 2-piece molecular cluster, C3H6O3 overall. Source: the Open Molecules 2025 dataset; level of theory: the ωB97M-V functional and the def2-TZVPD basis.

```
12
Properties=species:S:1:pos:R:3:lowdin_charge:R:1
C 0.38209 -0.83352 -1.15937 -0.02
C 1.05697 0.33614 -1.16871 -0.24
O 0.37796 1.49266 -1.47777 0.00
H 0.85267 -1.65272 -0.63165 0.07
H -0.31366 -0.96672 -1.98338 0.08
H 2.01384 0.48587 -0.69092 0.12
H 0.85099 2.21281 -1.07347 0.10
O -0.54941 0.21276 3.02271 0.10
C -1.06207 -0.35118 2.12510 -0.42
O -1.18803 0.20057 0.91498 0.02
H -1.56714 -1.31837 2.12960 0.13
H -0.85421 0.18171 -0.00713 0.06
```

Summary:
- SMILES string: C=CO.O=CO
- Highest occupied orbital energy: -9.62 eV
- Frontier orbital gap: 0.3746 hartree
- Total charge: 0
- LUMO: 0.6 eV


| no. | total energy (eV) |
| --- | --- |
| 1 | -5250.8128 |
| 2 | -5252.1245 |
| 3 | -7301.5147 |
| 4 | -7299.6953 |
| 5 | -7301.8715 |
| 6 | -7301.9258 |
| 7 | -7300.4751 |
| 8 | -7302.3617 |
| 9 | -7301.0399 |
| 10 | -7301.7422 |
| 11 | -7292.2223 |
| 12 | -18136.0024 |
| 13 | -18132.6824 |
| 14 | -18135.0188 |
| 15 | -18134.1757 |
| 16 | -18130.6553 |
| 17 | -28969.4593 |
| 18 | -28970.0400 |
| 19 | -15173.6637 |
| 20 | -9348.5052 |